[1]
ORCA calculation (wB97M-V/def2-TZVPD) on 7 unconnected molecules or ions with the total composition C26H65NO7.

XYZ file:
```
99
Properties=species:S:1:pos:R:3:mulliken_charge:R:1
C -1.860 -22.515 -15.908 -0.9279
C -1.172 -21.987 -14.734 0.8150
N -0.233 -21.085 -14.869 -0.3446
O -1.322 -22.511 -13.575 -0.6773
H -1.318 -22.470 -16.853 0.3775
H -2.766 -21.912 -15.967 0.0681
H -2.089 -23.572 -15.774 0.3085
H -0.088 -20.491 -15.673 0.1906
H 0.300 -20.810 -14.057 0.2462
C -1.750 -16.436 -6.589 -1.0568
C -1.957 -17.958 -6.773 -0.3300
O -1.709 -18.396 -8.109 -0.3726
C -2.459 -19.534 -8.667 0.3506
C -1.525 -20.459 -9.374 -1.0312
H -1.954 -16.333 -5.523 0.3697
H -0.715 -16.199 -6.833 0.2605
H -2.493 -15.801 -7.072 0.2737
H -1.278 -18.440 -6.070 0.3388
H -2.917 -18.335 -6.420 0.3238
H -2.929 -20.080 -7.849 0.2767
H -3.178 -19.176 -9.404 -0.1892
H -1.955 -21.460 -9.419 0.2519
H -0.561 -20.485 -8.866 0.3865
H -1.401 -20.096 -10.394 0.1409
C -3.375 -19.165 -13.266 -0.8515
C -4.142 -19.591 -14.581 -0.6914
O -5.084 -18.490 -14.687 0.3476
C -5.925 -18.545 -15.836 -0.3370
C -6.974 -19.656 -15.649 -1.3558
H -2.868 -18.210 -13.404 0.3940
H -4.049 -19.196 -12.410 -0.0685
H -2.480 -19.761 -13.087 0.2777
H -3.446 -19.634 -15.419 0.3344
H -4.701 -20.525 -14.521 0.3025
H -6.412 -17.570 -15.806 0.0733
H -5.319 -18.587 -16.741 0.4579
H -7.817 -19.615 -16.339 0.3105
H -7.402 -19.630 -14.647 0.2542
H -6.597 -20.675 -15.736 0.4835
C -9.107 -16.040 -12.980 -1.6190
C -7.661 -16.528 -13.097 1.0769
O -7.189 -16.517 -11.716 -0.4224
C -5.995 -17.122 -11.364 1.2601
C -5.543 -16.571 -10.004 -1.5529
H -9.094 -15.167 -12.328 0.3916
H -9.651 -15.586 -13.807 0.3687
H -9.698 -16.838 -12.529 0.3585
H -7.649 -17.472 -13.642 -0.4151
H -7.167 -15.793 -13.732 -0.0183
H -6.137 -18.180 -11.143 -0.2993
H -5.232 -16.917 -12.115 -0.1003
H -4.615 -17.057 -9.706 0.3040
H -6.171 -16.738 -9.129 0.3675
H -5.234 -15.525 -10.009 0.3344
C -6.331 -21.179 -11.927 -0.8821
C -5.401 -22.280 -11.519 -0.3066
O -5.546 -22.324 -10.145 -0.2733
C -4.983 -23.494 -9.639 -0.2604
C -4.988 -23.187 -8.160 -1.0892
H -6.131 -20.319 -11.288 0.1060
H -6.299 -20.903 -12.981 0.0809
H -7.366 -21.464 -11.738 0.5092
H -5.729 -23.200 -12.003 0.3225
H -4.368 -22.141 -11.837 0.2503
H -5.600 -24.378 -9.796 0.2998
H -3.998 -23.592 -10.095 0.3098
H -6.018 -23.152 -7.803 0.3364
H -4.516 -22.228 -7.949 0.1096
H -4.469 -23.941 -7.568 0.4109
C -6.593 -18.580 -19.838 -0.7736
C -8.106 -18.754 -19.826 -0.3662
O -8.714 -18.286 -18.632 -0.3737
C -8.675 -16.859 -18.493 0.0691
C -9.452 -16.477 -17.297 -1.3058
H -6.205 -19.063 -18.941 0.0287
H -6.077 -18.985 -20.709 0.4066
H -6.291 -17.542 -19.696 0.2714
H -8.664 -18.350 -20.672 0.3828
H -8.348 -19.814 -19.762 0.2765
H -7.694 -16.599 -18.096 -0.0281
H -8.917 -16.263 -19.373 0.4207
H -9.331 -17.229 -16.518 0.2333
H -10.508 -16.262 -17.462 0.4208
H -9.164 -15.525 -16.851 0.3785
C -4.514 -12.679 -12.595 -1.4958
C -4.473 -14.054 -13.176 0.4694
O -4.264 -13.925 -14.595 -0.4310
C -3.756 -15.111 -15.133 0.4444
C -3.770 -15.062 -16.690 -1.3917
H -4.797 -12.584 -11.547 0.3836
H -3.513 -12.246 -12.609 0.3657
H -5.170 -12.037 -13.182 0.3178
H -3.727 -14.676 -12.681 0.2647
H -5.446 -14.520 -13.019 -0.1336
H -2.736 -15.286 -14.790 0.3078
H -4.271 -15.987 -14.739 -0.1123
H -3.214 -15.896 -17.118 0.3746
H -3.232 -14.232 -17.148 0.4206
H -4.776 -14.929 -17.088 0.2358
```

The calculation puts the relative energy (zero: lowest compared OMol25 entry of this formula, charge and spin) at 41.9 kcal per mole. The spin multiplicity is 1. For the LUMO energy, the calculation gives 0.413 eV. Its total energy is -43834.55500 eV. Its molar mass is 503.8 Da. The orbital gap comes out at 9.75 eV.



[2]
ORCA calculation (wB97M-V/def2-TZVPD) on a molecular structure, C30H29N11O4Ru.

XYZ file:
```
75
Properties=species:S:1:pos:R:3:mulliken_charge:R:1
Ru 11.397 13.246 13.048 1.8602
C 8.850 11.369 16.471 -1.8287
C 9.276 11.861 15.139 0.8536
N 10.468 12.394 15.025 1.2062
N 11.212 12.531 16.161 -1.1929
C 12.304 13.239 15.920 0.1891
O 12.598 13.694 14.721 -0.9536
C 13.330 13.399 16.971 0.7054
C 14.341 14.396 16.862 -0.4088
C 15.159 14.611 17.914 -0.3849
C 15.074 13.975 19.124 -0.6180
C 14.107 12.999 19.251 -0.5505
C 13.268 12.705 18.214 -0.4063
C 8.462 11.870 13.937 0.1954
C 7.121 11.410 13.958 -1.0082
C 6.359 11.393 12.778 -0.4744
C 6.986 11.829 11.638 -0.9637
C 8.300 12.288 11.724 -0.2644
N 9.042 12.317 12.811 0.5933
H 9.628 11.584 17.118 0.4486
H 8.648 10.228 16.426 0.3132
H 7.942 11.805 16.827 0.3801
H 14.393 14.965 15.919 0.3244
H 15.856 15.448 17.772 0.3298
H 15.800 14.243 19.869 0.4204
H 13.930 12.419 20.119 0.4365
H 12.479 12.006 18.370 0.4160
H 6.724 11.077 14.923 0.4180
H 5.312 11.069 12.787 0.4169
H 6.478 11.708 10.646 0.3871
H 8.791 12.481 10.806 0.5353
O 9.926 15.047 13.091 -0.5776
C 10.837 15.886 12.849 0.0222
O 12.032 15.510 12.526 -0.5385
H 10.639 16.982 12.993 0.4131
N 15.476 13.758 11.190 -0.0755
C 14.106 13.840 11.366 -0.9272
N 13.645 13.082 12.278 0.9986
C 14.784 12.383 12.758 -0.0999
C 14.867 11.473 13.813 -0.1166
C 16.209 11.068 14.118 -0.8325
C 17.346 11.539 13.460 -0.6132
C 17.204 12.403 12.368 -0.7949
C 15.884 12.766 12.030 0.4548
H 15.962 14.162 10.443 0.2404
H 13.492 14.606 10.828 0.4105
H 13.971 11.014 14.356 0.2779
H 16.348 10.342 14.931 0.4172
H 18.375 11.254 13.813 0.3620
H 18.023 12.703 11.750 0.4525
N 8.744 17.132 9.240 -0.3318
C 8.747 16.059 8.416 0.1470
O 7.928 15.829 7.572 -0.5726
C 9.688 14.982 8.830 0.1448
C 10.111 14.135 7.813 -0.4413
C 10.820 13.002 8.155 -1.1158
C 11.275 12.929 9.464 -0.2216
N 10.837 13.664 10.484 0.9676
C 9.987 14.650 10.150 -0.9811
H 8.234 17.994 9.019 0.2494
H 9.589 17.296 9.786 0.2235
H 9.825 14.317 6.803 0.5061
H 11.144 12.297 7.395 0.4265
H 11.893 12.068 9.794 0.1178
H 9.440 15.145 10.955 0.8537
N 13.637 7.064 11.174 -0.3925
C 13.474 8.416 11.204 0.5186
N 14.324 9.190 10.504 -0.3025
N 12.450 8.824 11.923 -0.7464
C 12.076 10.044 12.144 0.5553
N 11.682 11.146 12.292 -0.2863
H 14.336 6.588 10.619 0.2198
H 12.798 6.630 11.423 0.2542
H 14.992 8.716 9.927 0.2078
H 14.444 10.162 10.769 0.1516
```

The spin multiplicity is 6. For the LUMO energy (spin up / spin down), the calculation gives -2.589 / -3.631 eV. Its total energy is -58737.93068 eV. Its molar mass is 708.7 Da. Its charge is +1. The orbital gap (spin up / spin down) comes out at 7.65 / 6.60 eV.



[3]
ORCA calculation (wB97M-V/def2-TZVPD) on a molecular structure, C18H31ClMoNO2P2.

XYZ file:
```
56
Properties=species:S:1:pos:R:3:mulliken_charge:R:1
C -0.918 -3.443 2.469 -0.7631
C -0.597 -2.183 1.963 0.0876
N -0.925 -1.798 0.685 0.6177
C -1.464 -2.758 -0.133 0.2372
C -1.820 -4.009 0.346 -0.7886
C -1.589 -4.354 1.663 -0.6167
C 0.026 -1.194 2.924 -1.2501
P 0.386 0.439 2.070 1.4388
Mo -0.877 0.350 0.195 -0.9301
P -0.761 -1.018 -2.167 1.1152
C -1.703 -2.432 -1.566 -1.0102
C 0.388 2.041 -0.597 0.9053
C -0.187 3.302 -0.437 -0.6148
C 0.380 4.423 -1.071 -0.6510
C 1.548 4.285 -1.841 -0.4990
C 2.168 3.032 -1.949 -0.6766
C 1.606 1.910 -1.308 0.2114
O 3.519 -2.625 2.710 -0.5970
O 2.264 -2.515 -0.493 -0.6773
H -0.698 -3.694 3.522 0.5120
H -2.244 -4.745 -0.339 0.5115
H -1.819 -5.354 2.051 0.4094
C -0.649 1.421 3.196 -1.7310
C 2.092 0.945 2.357 -1.1110
H -1.391 -3.277 -2.196 0.5812
H -2.767 -2.270 -1.778 0.5846
H 0.941 -1.597 3.349 0.5553
H -0.647 -0.997 3.800 0.5177
C -1.713 -0.072 -3.351 -1.2780
C 0.700 -1.695 -2.968 -1.3368
H -1.072 3.411 0.194 0.2238
H -0.088 5.403 -0.984 0.3822
H 1.973 5.155 -2.361 0.3559
H 3.084 2.941 -2.548 0.3791
H 2.113 0.948 -1.371 0.3234
H 1.808 -2.587 0.463 0.2084
H 2.823 -1.725 -0.604 0.3361
H 3.183 -2.401 1.847 0.2645
H 2.922 -3.330 2.960 0.3314
H -0.063 0.085 -1.552 -0.0393
H -0.185 1.255 4.174 0.5290
H -0.682 2.499 2.984 0.3110
H -1.681 1.042 3.199 0.4105
H 2.153 1.345 3.379 0.4488
H 2.765 0.081 2.245 0.3143
H 2.391 1.742 1.659 0.3495
H 0.362 -2.370 -3.762 0.4767
H 1.277 -0.854 -3.377 0.4478
H 1.320 -2.236 -2.235 0.2883
H -1.821 -0.719 -4.239 0.4195
H -2.703 0.184 -2.939 0.3818
H -1.169 0.853 -3.610 0.3585
Cl -3.679 -0.082 0.261 -0.1246
C -2.711 1.355 -0.020 -1.1101
H -2.890 1.783 -1.005 0.4398
H -2.774 2.063 0.809 0.5405
```

The calculation puts the relative energy (zero: lowest compared OMol25 entry of this formula, charge and spin) at 11.0 kcal per mole. The spin multiplicity is 3. For the LUMO energy (spin up / spin down), the calculation gives -3.278 / -3.420 eV. Its total energy is -57700.13420 eV. Its molar mass is 486.8 Da. Its charge is +1. The orbital gap (spin up / spin down) comes out at 6.25 / 6.10 eV.



[4]
ORCA calculation (wB97M-V/def2-TZVPD) on a molecular structure, C3H7Cl3NP.

XYZ file:
```
15
Properties=species:S:1:pos:R:3:mulliken_charge:R:1
C 0.669 -0.047 -1.419 -0.9978
C 0.174 -0.049 1.052 -0.8669
C -2.990 -0.587 0.278 0.0584
N -0.282 -0.030 -0.337 0.2977
P -1.812 0.222 -0.869 -0.0188
Cl -2.694 -2.316 -0.059 -0.1402
Cl -4.652 -0.187 -0.145 -0.0871
Cl -2.313 2.803 0.477 -0.5479
H 0.123 0.091 -2.375 0.3342
H 1.415 0.688 -1.357 0.3318
H 0.941 -1.074 -1.408 0.3788
H -0.565 0.508 1.727 0.2050
H 0.021 -1.101 1.170 0.4149
H 1.208 0.175 1.362 0.3288
H -2.676 -0.363 1.381 0.3094
```

The calculation puts the relative energy (zero: lowest compared OMol25 entry of this formula, charge and spin) at 29.6 kcal per mole. The spin multiplicity is 1. For the LUMO energy, the calculation gives -1.226 eV. Its total energy is -51569.10812 eV. Its molar mass is 194.4 Da. The orbital gap comes out at 7.93 eV.



[5]
ORCA calculation (wB97M-V/def2-TZVPD) on a molecular structure, C19H16IN2O5Pd.

XYZ file:
```
44
Properties=species:S:1:pos:R:3:mulliken_charge:R:1
Pd 0.454 -0.395 -0.398 0.0500
O -0.313 -3.351 2.899 -0.4452
C -0.065 -2.716 1.758 0.0507
O 0.940 -2.096 1.531 -0.4700
C -1.191 -2.864 0.771 0.5900
C -2.163 -3.845 0.915 -0.4906
C -3.131 -3.959 -0.067 -0.6404
C -3.087 -3.102 -1.155 -0.7042
C -2.082 -2.149 -1.216 0.9542
N -1.161 -2.026 -0.259 -0.0795
C -1.933 -1.152 -2.342 0.4805
O -2.618 -1.350 -3.461 -0.4522
O -1.222 -0.187 -2.231 -0.4882
H 0.450 -3.240 3.487 0.3857
H -2.151 -4.495 1.777 0.5134
H -3.909 -4.706 0.011 0.4562
H -3.850 -3.176 -1.919 0.2653
H -3.095 -2.188 -3.468 0.3121
C 2.820 3.462 -3.641 -0.5835
C 1.561 2.828 -3.596 -0.8514
C 1.263 1.942 -2.598 -0.3144
C 2.212 1.652 -1.585 1.3352
C 1.975 0.758 -0.509 -0.3517
C 2.882 0.555 0.488 -0.0586
C 4.140 1.200 0.432 -0.9233
C 4.423 2.049 -0.597 -0.7125
C 3.474 2.302 -1.619 0.8263
C 3.750 3.204 -2.676 -0.8829
H 3.043 4.153 -4.442 0.4004
H 0.828 3.039 -4.363 0.4510
H 0.296 1.453 -2.590 0.5437
H 2.650 -0.111 1.313 0.5109
H 4.866 1.018 1.212 0.3983
H 5.380 2.555 -0.644 0.3935
H 4.718 3.690 -2.700 0.4053
N -0.007 2.848 0.619 -0.1860
C -0.146 1.952 1.595 0.6207
O -0.155 0.728 1.410 -0.4065
C -0.320 2.485 2.988 -1.1644
I -2.401 2.577 3.447 0.1102
H 0.134 2.543 -0.334 0.0781
H -0.019 3.835 0.809 0.2225
H 0.080 3.486 3.111 0.4794
H 0.133 1.799 3.695 0.3718
```

The calculation puts the relative energy (zero: lowest compared OMol25 entry of this formula, charge and spin) at 6.6 kcal per mole. The spin multiplicity is 1. For the LUMO energy, the calculation gives -3.777 eV. Its total energy is -44755.99346 eV. Its molar mass is 585.7 Da. Its charge is +1. The orbital gap comes out at 6.77 eV.